Record 1
Formula: C3H6N4O
Source: OMol25
Level of theory: wB97M-V/def2-TZVPD

```
14
Properties=species:S:1:pos:R:3:forces:R:3
C -1.85799 0.53245 1.03330 2.64 1.91 2.57
C 0.35449 1.00227 0.21385 0.00 1.14 1.76
C 2.19451 0.07865 -1.02418 2.38 -1.86 -3.73
H 0.27128 -1.13159 -0.90712 -1.81 -0.86 2.22
H -0.18546 -1.88706 0.67183 -0.37 1.54 -0.99
H -1.66558 1.46281 1.68446 -0.27 -0.81 -1.74
H -2.78166 -1.10949 0.85927 -0.38 2.32 1.13
H 0.16677 1.93181 0.88873 -0.02 -1.34 -1.75
H 3.49147 0.54071 -1.36269 -3.93 -1.80 1.23
N -0.52589 -1.20937 -0.07390 1.54 -1.18 -1.84
N -0.64127 0.08947 0.38678 0.81 1.07 0.14
N -2.85588 -0.11517 1.35895 -0.96 -3.81 -1.89
N 1.53552 1.01379 -0.37011 -1.23 1.06 1.73
O 1.74623 -0.99231 -1.53554 1.59 2.61 1.16
```
Forces are in eV/Å.

The HOMO energy comes out at -0.35287 Ha. The calculation puts the relative energy (zero: lowest compared OMol25 entry of this formula, charge and spin) at 102.5 kcal per mole. The LUMO energy is -0.54 eV. The value obtained for the total energy is -11212.3308 eV. The HOMO-LUMO gap is 0.3329 hartree.

Record 2
Formula: C9H7IO2S
Source: OMol25
Level of theory: wB97M-V/def2-TZVPD

```
20
Properties=species:S:1:pos:R:3:forces:R:3
O 2.64391 -1.00047 2.95302 -1.28 1.92 0.92
C 1.74337 -0.17327 3.08443 1.67 -2.39 0.90
O 1.36472 0.38258 4.25384 0.81 -0.31 -0.03
C 0.87162 0.15524 1.99993 -1.49 -0.28 -4.66
S -0.46841 1.28309 2.31414 -0.25 0.17 -0.56
C 1.02323 -0.46140 0.77081 0.00 0.62 0.77
C 0.20327 -0.27867 -0.47872 -0.45 -0.30 -0.22
C -0.19362 0.99748 -0.96077 0.59 -0.97 0.17
C -0.93081 1.12116 -2.13571 -0.50 0.40 -0.09
C -1.39556 -0.01049 -2.80395 -0.34 -0.60 -0.45
I -2.74062 0.27089 -4.58907 1.29 -0.34 1.65
C -1.04204 -1.31196 -2.35358 0.70 1.91 0.90
C -0.20517 -1.43905 -1.22030 -0.17 1.66 -0.11
H 0.57996 0.92110 4.06971 0.15 0.05 0.62
H -1.01081 1.27869 1.06075 0.17 -0.14 0.80
H 1.84940 -1.18456 0.67023 -0.45 0.38 0.32
H 0.13114 1.90241 -0.43649 -0.03 -0.35 -0.32
H -1.17936 2.14300 -2.46122 0.04 -0.71 -0.04
H -1.38513 -2.18325 -2.84104 -0.31 -0.70 -0.56
H 0.14090 -2.41254 -0.89601 -0.16 -0.03 -0.01
```
Forces are in eV/Å.

The HOMO energy comes out at -0.32736 Ha. The calculation puts the relative energy (zero: lowest compared OMol25 entry of this formula, charge and spin) at 2.5 kcal per mole. The LUMO energy is -0.61 eV. The value obtained for the total energy is -32476.3631 eV. The HOMO-LUMO gap is 0.3048 hartree. As for the SMILES: O=C(O)/C(S)=C/c1ccc(I)cc1.